Record 1
The following is a DFT calculation (ωB97M-V with the def2-TZVPD basis set) of a structure of composition C21H23MnNO3PS.

The spin multiplicity is 6. As for the charge: +1. The highest occupied orbital energy (spin up / spin down) is -10.96 / -11.56 eV. Its lowest unoccupied orbital energy (spin up / spin down) is -2.6 / -2.8 eV.

Positions of all 51 atoms, in Å:
Mn 0.9633 1.5355 0.4720
O -0.4015 4.1025 -2.2843
C -0.4492 3.2968 -1.3937
O 0.4661 3.1612 -0.4479
C -1.6597 2.3585 -1.2601
P -1.1226 0.6997 -0.7135
C -0.7468 -0.1803 -2.2576
C 0.5696 -0.2336 -2.7074
C 0.8793 -0.8362 -3.9193
C -0.1275 -1.4053 -4.6848
C -1.4438 -1.3624 -4.2422
C -1.7530 -0.7497 -3.0386
C -2.5360 -0.1723 0.0056
C -3.6238 0.5104 0.5417
C -4.6464 -0.1878 1.1726
C -4.5855 -1.5679 1.2769
C -3.4994 -2.2564 0.7493
C -2.4776 -1.5627 0.1213
H -2.1946 2.3089 -2.2061
H -2.3164 2.8001 -0.5084
H 1.3688 0.2088 -2.1226
H 1.9032 -0.8585 -4.2698
H 0.1110 -1.8799 -5.6277
H -2.2314 -1.8012 -4.8408
H -2.7837 -0.7146 -2.7052
H -3.6941 1.5866 0.4635
H -5.4931 0.3522 1.5754
H -5.3862 -2.1095 1.7631
H -3.4530 -3.3352 0.8208
H -1.6418 -2.1095 -0.3017
C 0.4927 -0.4860 4.9734
C 0.5355 -1.2067 3.7892
C 0.6108 -0.5126 2.5986
N 0.6464 0.8263 2.5404
C 0.5974 1.5130 3.6862
C 0.5210 0.8970 4.9212
H 0.4320 -0.9973 5.9252
H 0.5030 -2.2870 3.7843
H 0.6264 -1.0428 1.6534
H 0.6140 2.5925 3.6045
H 0.4798 1.4984 5.8181
C 4.5932 0.3564 -1.5801
S 4.3657 0.8540 0.1061
C 4.9639 -0.6025 0.9133
O 2.8631 0.8155 0.3233
H 5.6563 0.1895 -1.7521
H 4.2400 1.1726 -2.2076
H 4.0147 -0.5513 -1.7556
H 6.0290 -0.6975 0.7006
H 4.4079 -1.4650 0.5449
H 4.8130 -0.4644 1.9820

***

Record 2
The following is a DFT calculation (ωB97M-V with the def2-TZVPD basis set) of the molecule C21H23N3O4S.

The highest occupied orbital energy is -8.20 eV. Its SMILES is COCCCNC(=O)c1ccc2c(=O)n(Cc3ccccc3OC)c(=S)[nH]c2c1. Its lowest unoccupied orbital energy is -0.1 eV.

Positions of all 52 atoms, in Å:
C 5.5720 0.0468 -0.3563
O 5.4884 1.4380 -0.1556
C 6.4923 1.9774 0.6828
C 6.3182 1.6662 2.1739
C 5.0176 2.2446 2.7411
N 3.8563 1.6783 2.0950
C 3.1640 0.6562 2.6481
O 3.3387 0.2616 3.7845
C 2.1340 0.0473 1.7452
C 1.8524 -1.3116 1.9061
C 0.9162 -1.9274 1.1055
C 0.2298 -1.1935 0.1398
C -0.7903 -1.8398 -0.6937
O -1.0310 -3.0254 -0.6608
N -1.4805 -0.9875 -1.5555
C -2.6377 -1.5296 -2.2485
C -3.9359 -0.9195 -1.7833
C -4.9326 -0.6516 -2.7062
C -6.1504 -0.1228 -2.3162
C -6.3742 0.1505 -0.9811
C -5.3909 -0.1050 -0.0408
C -4.1695 -0.6423 -0.4275
O -3.1480 -0.9162 0.4419
C -3.3529 -0.7208 1.8184
C -1.2089 0.3387 -1.7087
S -1.9951 1.3128 -2.7783
N -0.2103 0.8721 -0.9511
C 0.4942 0.1735 -0.0057
C 1.4542 0.7907 0.7937
H 4.8331 -0.1984 -1.1173
H 5.3432 -0.5160 0.5554
H 6.5680 -0.2392 -0.7113
H 7.4794 1.6260 0.3496
H 6.4353 3.0582 0.5240
H 7.1645 2.0945 2.7117
H 6.3279 0.5870 2.3350
H 4.9386 2.0137 3.8059
H 5.0008 3.3300 2.6027
H 3.8294 1.8033 1.0920
H 2.3803 -1.8587 2.6715
H 0.6858 -2.9767 1.2063
H -2.5205 -1.3626 -3.3226
H -2.6316 -2.6048 -2.0430
H -4.7453 -0.8563 -3.7496
H -6.9129 0.0802 -3.0518
H -7.3161 0.5694 -0.6597
H -5.5855 0.1192 0.9960
H -3.5305 0.3340 2.0537
H -2.4303 -1.0457 2.2988
H -4.1858 -1.3245 2.1912
H -0.0356 1.8591 -1.0888
H 1.6331 1.8499 0.6806

***

Record 3
The following is a DFT calculation (ωB97M-V with the def2-TZVPD basis set) of the molecule C21H23N5O3.

The highest occupied orbital energy is -8.67 eV. Its SMILES is CN(CCc1ccccn1)C(=O)CCNC(=O)Cn1cnc2ccccc2c1=O. Its lowest unoccupied orbital energy is 0.6 eV.

Positions of all 52 atoms, in Å:
C 0.0923 2.1727 -1.0962
N 1.1413 1.2191 -0.7999
C 2.4385 1.5287 -1.3513
C 3.2005 2.5782 -0.5132
C 3.3684 2.1121 0.9030
C 2.3603 2.2859 1.8480
C 2.5428 1.7682 3.1187
C 3.7265 1.1078 3.4091
C 4.6766 1.0028 2.4052
N 4.5025 1.4831 1.1869
C 0.8579 0.1709 0.0071
O -0.2492 0.0392 0.5066
C 1.9556 -0.8623 0.2105
C 1.4999 -1.9848 1.1522
N 0.2785 -2.6097 0.6904
C 0.1874 -3.1389 -0.5393
O 1.1300 -3.3902 -1.2629
C -1.2670 -3.3599 -0.9832
N -1.8937 -2.0619 -1.1549
C -1.6763 -1.3430 -2.2867
N -2.1312 -0.1756 -2.5337
C -2.9077 0.4213 -1.5719
C -3.4419 1.6916 -1.8140
C -4.2084 2.3094 -0.8529
C -4.4580 1.6844 0.3689
C -3.9401 0.4355 0.6243
C -3.1676 -0.2104 -0.3428
C -2.5928 -1.5185 -0.0750
O -2.6866 -2.1390 0.9690
H 0.4368 3.1914 -0.9178
H -0.2212 2.0751 -2.1380
H -0.7590 1.9605 -0.4525
H 2.2898 1.9234 -2.3611
H 3.0424 0.6258 -1.4242
H 4.1838 2.7209 -0.9598
H 2.6598 3.5254 -0.5297
H 1.4532 2.8115 1.5936
H 1.7735 1.8778 3.8690
H 3.9090 0.6896 4.3864
H 5.6226 0.5055 2.5761
H 2.1908 -1.3110 -0.7580
H 2.8581 -0.4052 0.6124
H 1.3148 -1.5906 2.1513
H 2.2895 -2.7409 1.1984
H -0.5778 -2.3252 1.1493
H -1.2814 -3.9058 -1.9278
H -1.8238 -3.9031 -0.2157
H -1.0598 -1.8220 -3.0374
H -3.2375 2.1627 -2.7625
H -4.6200 3.2900 -1.0432
H -5.0581 2.1852 1.1137
H -4.1137 -0.0703 1.5618

***

Record 4
The following is a DFT calculation (ωB97M-V with the def2-TZVPD basis set) of the molecule C21H23NO6S.

The highest occupied orbital energy is -7.95 eV. Its SMILES is COc1ccc(S(=O)(=O)N(Cc2ccc(OC)c(OC)c2)Cc2ccco2)cc1. Its lowest unoccupied orbital energy is 0.7 eV.

Positions of all 52 atoms, in Å:
C -0.8209 7.0094 1.7632
O -0.0316 6.3003 0.8358
C -0.4466 5.0778 0.4235
C -1.6095 4.4443 0.8553
C -1.9202 3.1816 0.3783
C -1.0862 2.5606 -0.5256
S -1.4339 0.9037 -1.0876
O -1.4600 0.8704 -2.5209
O -2.5843 0.4150 -0.3755
N -0.0426 0.1320 -0.5940
C 0.6284 -0.7854 -1.4867
C 0.2244 -2.2225 -1.2761
C -1.1136 -2.5625 -1.2101
C -1.4932 -3.8814 -1.0067
C -0.5424 -4.8790 -0.8726
O -0.8093 -6.2002 -0.6740
C -2.1539 -6.6047 -0.6123
C 0.8269 -4.5384 -0.9396
O 1.6981 -5.5772 -0.7965
C 3.0746 -5.3102 -0.8777
C 1.1892 -3.2170 -1.1331
C 0.0586 -0.0734 0.8366
C 0.8306 1.0427 1.4638
C 2.1301 1.4360 1.3238
C 2.2774 2.6132 2.0965
C 1.0573 2.8484 2.6463
O 0.1768 1.9071 2.2685
C 0.0665 3.1834 -0.9722
C 0.3873 4.4364 -0.5004
H -1.8161 7.2237 1.3624
H -0.9173 6.4653 2.7077
H -0.2948 7.9460 1.9398
H -2.2714 4.9159 1.5636
H -2.8062 2.6628 0.7081
H 1.7109 -0.6664 -1.3656
H 0.3474 -0.4613 -2.4921
H -1.8653 -1.7948 -1.3099
H -2.5437 -4.1173 -0.9578
H -2.6799 -6.1335 0.2248
H -2.6853 -6.3840 -1.5440
H -2.1283 -7.6827 -0.4596
H 3.5674 -6.2736 -0.7561
H 3.3477 -4.8850 -1.8495
H 3.4040 -4.6342 -0.0809
H 2.2312 -2.9407 -1.1845
H 0.5359 -1.0384 1.0287
H -0.9505 -0.0881 1.2596
H 2.8880 0.9463 0.7482
H 3.1666 3.1954 2.2230
H 0.7037 3.6155 3.3058
H 0.6970 2.6715 -1.6810
H 1.2811 4.9471 -0.8207

***

Max |F|? In order: 0.5; 0.7; 0.8; 1.1 eV/Å.